# 1
Formula: C19H20N2O3
Source: the Open Molecules 2025 dataset
Level of theory: wB97M-V/def2-TZVPD

Last column: Löwdin charge in e.
Atoms and positions in Å:
O (-3.38, -2.75, -0.61)  0.063
C (-2.38, -2.15, -0.15)  -0.414
N (-2.57, -0.89, 0.49)  0.106
H (-1.88, -0.54, 0.90)  0.018
C (-3.94, -0.41, 0.30)  -0.049
H (-4.77, -0.97, 0.06)  0.066
H (-4.38, -0.09, 1.63)  0.206
C (-3.83, 1.06, -0.52)  -0.227
C (-2.84, 2.05, 0.10)  -0.130
H (-1.79, 1.93, -0.32)  0.113
C (-3.54, 3.58, 0.04)  -0.013
H (-3.28, 4.21, 0.66)  0.017
C (-4.92, 2.79, 0.05)  -0.466
H (-5.62, 3.74, -0.29)  0.158
H (-5.24, 2.85, 1.09)  0.109
O (-5.12, 1.69, -0.37)  -0.009
H (-3.26, 3.62, -0.92)  0.058
H (-2.68, 1.76, 1.33)  0.163
H (-3.42, 0.84, -1.48)  0.130
C (-1.15, -2.59, 0.00)  -0.217
C (-0.10, -1.76, -0.23)  0.048
C (1.13, -2.14, 0.03)  -0.244
C (1.46, -3.50, -0.06)  0.005
C (0.34, -4.44, 0.06)  -0.018
C (-0.90, -3.84, -0.36)  -0.036
H (-1.66, -4.65, -0.13)  0.146
H (0.59, -5.74, -0.11)  0.187
H (2.52, -3.83, -0.14)  0.117
N (2.28, -1.43, -0.03)  0.129
C (2.43, -0.07, 0.01)  -0.309
O (1.43, 0.80, -0.05)  -0.020
C (3.75, 0.51, -0.20)  -0.173
C (4.01, 1.81, -0.67)  -0.046
C (5.21, 2.21, -0.76)  -0.103
C (6.27, 1.63, -0.14)  -0.198
C (6.16, 0.68, 0.53)  -0.138
C (4.89, -0.10, 0.35)  0.029
H (4.73, -1.01, 1.32)  0.198
H (6.93, 0.03, 0.99)  0.131
H (7.17, 2.27, -0.08)  0.147
H (5.45, 3.22, -1.06)  0.122
H (2.98, 2.33, -0.90)  0.168
H (3.15, -1.91, -0.19)  0.125
H (-0.26, -0.83, -0.17)  0.050

Properties
- Calculated total energy: -29135.2963 eV
- Molecular weight: 324.38 g/mol
- E_LUMO: -0.275 eV
- HOMO-LUMO gap: 8.38 eV
- HOMO energy: -0.3179 Eh
- Total charge: 0

# 2
Formula: C19H20N2O5
Source: the Open Molecules 2025 dataset
Level of theory: wB97M-V/def2-TZVPD

Last column: Löwdin charge in e.
Atoms and positions in Å:
C (7.96, 1.76, 0.93)  -0.088
O (6.74, 2.09, 0.32)  -0.080
C (5.83, 1.10, 0.11)  -0.273
C (6.02, -0.24, 0.44)  -0.009
C (5.02, -1.16, 0.17)  -0.007
C (3.82, -0.77, -0.43)  -0.143
C (2.81, -1.83, -0.69)  -0.453
O (3.09, -3.01, -0.81)  0.070
N (1.53, -1.39, -0.80)  0.074
C (0.43, -2.31, -0.96)  -0.060
C (-0.87, -1.58, -0.71)  -0.458
O (-0.94, -0.42, -0.39)  0.122
O (-1.92, -2.37, -0.91)  0.036
C (-3.18, -1.79, -0.58)  -0.044
C (-3.18, -1.40, 0.91)  -0.439
O (-2.56, -2.06, 1.71)  0.086
N (-3.95, -0.35, 1.24)  -0.050
C (-4.06, 0.03, 2.63)  -0.004
C (-4.56, 0.54, 0.31)  -0.249
C (-3.77, 1.43, -0.42)  -0.017
C (-4.37, 2.31, -1.29)  -0.069
C (-5.75, 2.33, -1.43)  -0.086
C (-6.53, 1.45, -0.70)  -0.078
C (-5.94, 0.56, 0.17)  -0.013
C (3.65, 0.57, -0.77)  -0.025
C (4.64, 1.49, -0.51)  0.002
H (8.51, 2.70, 1.00)  0.093
H (8.53, 1.05, 0.33)  0.096
H (7.82, 1.35, 1.94)  0.096
H (6.93, -0.58, 0.91)  0.104
H (5.16, -2.20, 0.42)  0.121
H (1.26, -0.45, -0.52)  0.121
H (0.42, -2.74, -1.97)  0.147
H (0.52, -3.14, -0.26)  0.150
H (-3.91, -2.58, -0.75)  0.148
H (-3.38, -0.94, -1.23)  0.124
H (-5.11, 0.09, 2.93)  0.091
H (-3.55, -0.72, 3.23)  0.090
H (-3.59, 1.01, 2.80)  0.101
H (-2.70, 1.40, -0.30)  0.113
H (-3.76, 3.00, -1.86)  0.106
H (-6.22, 3.03, -2.11)  0.102
H (-7.61, 1.47, -0.81)  0.104
H (-6.54, -0.13, 0.74)  0.118
H (2.75, 0.89, -1.27)  0.112
H (4.52, 2.52, -0.78)  0.118

Properties
- Calculated total energy: -33246.1220 eV
- Molecular weight: 356.38 g/mol
- E_LUMO: 0.659 eV
- SMILES: COc1ccc(C(=O)NCC(=O)OCC(=O)N(C)c2ccccc2)cc1
- HOMO-LUMO gap: 9.27 eV
- HOMO energy: -0.3166 Eh
- Total charge: 0

# 3
Formula: C19H20N2OS
Source: the Open Molecules 2025 dataset
Level of theory: wB97M-V/def2-TZVPD

Last column: Löwdin charge in e.
Atoms and positions in Å:
C (-0.02, -1.54, 0.68)  -0.024
C (0.93, -1.41, 1.59)  -0.150
C (2.28, -0.65, 1.48)  -0.158
N (2.39, -0.02, 0.26)  -0.169
C (1.69, 0.97, -0.15)  -0.746
S (1.91, 1.94, -1.31)  0.880
N (0.70, 1.46, 1.14)  0.161
C (-0.34, 2.44, 0.82)  -0.472
O (-0.76, 2.89, 1.90)  0.031
C (-0.97, 2.61, -0.38)  -0.237
C (-1.57, 1.58, -0.98)  -0.172
C (-1.16, 1.10, -2.34)  0.077
C (-1.47, -0.36, -2.97)  0.009
C (-2.37, -0.90, -2.19)  -0.230
C (-2.91, -0.66, -1.09)  -0.068
C (-3.91, -1.50, -0.18)  -0.036
C (-4.31, -1.29, 0.96)  -0.146
C (-3.97, 0.01, 1.61)  0.104
C (-2.92, 1.00, 0.86)  -0.034
C (-2.50, 0.61, -0.22)  -0.130
H (-2.78, 1.80, 1.32)  0.020
H (-4.47, 0.43, 2.64)  0.138
H (-5.07, -1.65, 1.46)  0.054
H (-4.22, -2.33, -0.63)  0.065
H (-2.72, -1.74, -2.94)  0.161
H (-1.02, -0.41, -3.85)  0.045
H (-0.34, 1.45, -2.76)  -0.016
H (-0.27, 3.30, -1.09)  0.161
H (-1.92, 3.30, -0.07)  0.207
H (1.06, 1.31, 2.00)  0.050
C (3.31, -0.44, -0.70)  -0.278
C (4.66, -0.49, -0.24)  -0.214
C (5.54, -1.46, 0.03)  0.004
H (6.48, -1.52, 0.36)  0.006
H (5.17, -2.56, -0.28)  0.111
H (5.05, 0.73, 0.22)  0.199
H (3.26, 0.04, -1.75)  0.112
H (3.02, -1.56, -0.59)  0.169
H (2.27, -0.07, 2.40)  0.143
H (2.79, -1.39, 1.63)  0.019
H (0.63, -1.88, 2.74)  0.170
H (-1.16, -1.96, 0.97)  0.129
H (0.03, -1.20, -0.36)  0.056

Properties
- Calculated total energy: -35873.2715 eV
- Molecular weight: 324.45 g/mol
- E_LUMO: -0.527 eV
- HOMO-LUMO gap: 6.94 eV
- HOMO energy: -0.2744 Eh
- Total charge: 0

# 4
Formula: C19H20N3O8PbS2Se
Source: the Open Molecules 2025 dataset
Level of theory: wB97M-V/def2-TZVPD

Last column: Löwdin charge in e.
Atoms and positions in Å:
Pb (-0.18, 0.07, 0.29)  1.363
C (1.08, -3.51, 1.75)  -0.020
C (1.25, -3.14, 0.27)  -0.533
C (2.21, -4.10, -0.42)  -0.026
O (1.73, -1.80, 0.21)  -0.148
C (-0.21, -3.28, -0.34)  -0.669
O (-0.53, -4.40, -0.74)  -0.010
O (-0.93, -2.26, -0.28)  -0.181
H (2.03, -3.45, 2.27)  0.080
H (0.67, -4.52, 1.82)  0.089
H (0.38, -2.81, 2.21)  0.083
H (3.09, -4.28, 0.19)  0.076
H (2.52, -3.67, -1.38)  0.081
H (1.68, -5.03, -0.61)  0.074
H (2.08, -1.63, -0.69)  0.041
C (-3.13, 3.19, -5.03)  -0.054
C (-2.02, 3.25, -4.02)  -0.293
C (-0.71, 2.97, -4.38)  -0.053
C (0.30, 2.97, -3.43)  -0.078
C (-0.02, 3.26, -2.12)  -0.308
C (-1.31, 3.57, -1.74)  -0.072
C (-2.31, 3.57, -2.70)  -0.053
S (1.28, 3.23, -0.88)  0.600
O (2.44, 3.91, -1.42)  -0.319
O (0.71, 3.81, 0.31)  -0.308
N (1.59, 1.64, -0.60)  -0.251
C (2.84, 1.17, -0.90)  -0.177
C (2.80, 0.29, -2.37)  -0.626
O (2.79, 1.01, -3.33)  0.067
O (2.81, -0.91, -2.17)  0.039
H (-2.75, 2.86, -6.00)  0.069
H (-3.61, 4.16, -5.15)  0.074
H (-3.89, 2.47, -4.70)  0.069
H (-0.48, 2.71, -5.40)  0.108
H (1.31, 2.72, -3.68)  0.097
H (-1.51, 3.80, -0.71)  0.113
H (-3.33, 3.79, -2.41)  0.114
H (3.19, 0.42, -0.19)  0.113
H (3.56, 1.98, -1.09)  0.104
O (-2.57, 0.80, 0.27)  -0.282
N (-3.34, 0.42, -0.70)  -0.231
C (-4.65, 0.32, -0.42)  -0.042
C (-5.59, -0.02, -1.37)  -0.095
C (-5.15, -0.26, -2.67)  -0.107
C (-3.81, -0.18, -2.94)  -0.114
C (-2.86, 0.13, -1.95)  -0.652
S (-1.21, 0.16, -2.29)  0.663
H (-4.90, 0.54, 0.60)  0.130
H (-6.62, -0.10, -1.09)  0.087
H (-5.86, -0.52, -3.44)  0.092
H (-3.42, -0.39, -3.92)  0.095
Se (0.65, 1.53, 5.39)  0.344
C (0.24, 1.02, 3.77)  -1.052
N (-0.04, 0.65, 2.71)  -0.111

Properties
- Calculated total energy: -133143.4779 eV
- Multiplicity: 2
- Molecular weight: 768.68 g/mol
- E_LUMO (alpha / beta): 4.266 / 3.006 eV
- HOMO-LUMO gap (alpha / beta): 6.59 / 5.31 eV
- HOMO energy (alpha / beta): -0.0852 / -0.0845 Eh
- Total charge: -2

# 5
Formula: C19H20N4O4
Source: the Open Molecules 2025 dataset
Level of theory: wB97M-V/def2-TZVPD

Last column: Löwdin charge in e.
Atoms and positions in Å:
O (1.74, -0.92, 4.71)  0.086
C (1.52, -0.44, 3.62)  -0.417
N (2.58, 0.08, 2.90)  0.058
N (2.48, 0.49, 1.64)  0.040
C (3.51, 0.91, 1.01)  -0.085
C (3.38, 1.36, -0.36)  -0.188
C (2.16, 1.28, -1.04)  -0.007
C (2.04, 1.70, -2.35)  -0.049
C (3.14, 2.22, -3.02)  0.010
C (4.35, 2.30, -2.35)  -0.145
N (5.51, 2.83, -3.03)  -0.363
O (5.36, 3.20, -4.18)  0.085
O (6.55, 2.88, -2.42)  0.083
C (4.49, 1.87, -1.03)  0.050
C (0.19, -0.39, 2.98)  -0.142
C (-0.67, -1.46, 3.19)  -0.001
C (-1.93, -1.47, 2.62)  -0.031
C (-2.36, -0.40, 1.85)  -0.209
C (-3.70, -0.44, 1.15)  -0.147
N (-3.66, -1.03, -0.18)  -0.158
C (-2.85, -0.29, -1.13)  -0.174
C (-3.08, -0.89, -2.52)  -0.197
O (-2.74, -2.26, -2.56)  -0.130
C (-3.51, -2.97, -1.61)  -0.196
C (-3.29, -2.43, -0.20)  -0.171
C (-1.51, 0.69, 1.67)  -0.035
C (-0.25, 0.70, 2.23)  -0.030
H (3.49, 0.06, 3.37)  0.166
H (4.50, 0.97, 1.47)  0.130
H (1.31, 0.87, -0.51)  0.104
H (1.09, 1.63, -2.86)  0.109
H (3.07, 2.56, -4.04)  0.120
H (5.45, 1.95, -0.55)  0.123
H (-0.34, -2.29, 3.80)  0.121
H (-2.59, -2.30, 2.79)  0.114
H (-4.41, -1.02, 1.74)  0.125
H (-4.10, 0.58, 1.04)  0.124
H (-3.16, 0.75, -1.13)  0.126
H (-1.78, -0.35, -0.89)  0.124
H (-2.45, -0.40, -3.26)  0.123
H (-4.14, -0.76, -2.80)  0.127
H (-3.18, -4.01, -1.68)  0.125
H (-4.57, -2.90, -1.87)  0.127
H (-3.93, -2.98, 0.50)  0.127
H (-2.24, -2.58, 0.09)  0.128
H (-1.84, 1.54, 1.10)  0.113
H (0.39, 1.56, 2.09)  0.108

Properties
- Calculated total energy: -34174.3738 eV
- Molecular weight: 368.39 g/mol
- E_LUMO: -0.763 eV
- SMILES: O=C(N/N=C/c1cccc([N+](=O)[O-])c1)c1ccc(CN2CCOCC2)cc1
- HOMO-LUMO gap: 8.11 eV
- HOMO energy: -0.3259 Eh
- Total charge: 0

# 6
Formula: C19H21AuO2S6
Source: the Open Molecules 2025 dataset
Level of theory: wB97M-V/def2-TZVPD

Last column: Löwdin charge in e.
Atoms and positions in Å:
Au (-0.93, 1.26, -0.36)  0.317
S (-0.63, 3.31, 0.71)  0.589
C (-2.22, 3.61, 1.41)  -0.676
C (-2.54, 4.86, 1.92)  -0.121
C (-3.79, 5.09, 2.47)  -0.094
C (-4.74, 4.07, 2.51)  -0.094
C (-4.43, 2.82, 2.00)  -0.124
C (-3.16, 2.58, 1.47)  -0.672
S (-2.76, 0.95, 0.95)  0.615
H (-1.81, 5.66, 1.87)  0.102
H (-4.04, 6.07, 2.85)  0.101
H (-5.72, 4.25, 2.92)  0.102
H (-5.16, 2.02, 2.01)  0.102
C (1.73, -0.48, -3.04)  -0.528
C (1.68, 1.03, -3.25)  -0.469
S (0.76, 2.12, -2.10)  0.820
C (2.10, 2.81, -1.09)  -0.538
C (2.92, 1.83, -0.26)  -0.515
S (1.95, 0.82, 0.90)  0.834
C (2.73, -0.80, 0.73)  -0.525
C (2.33, -1.63, -0.48)  -0.526
S (3.10, -1.14, -2.05)  0.890
H (1.85, -0.93, -4.03)  0.072
H (0.78, -0.85, -2.64)  -0.005
H (1.20, 1.24, -4.21)  0.073
H (2.69, 1.45, -3.30)  0.078
H (1.61, 3.56, -0.48)  0.008
H (2.77, 3.34, -1.77)  0.087
H (3.66, 2.40, 0.31)  0.081
H (3.46, 1.14, -0.92)  0.023
H (2.42, -1.34, 1.64)  0.070
H (3.81, -0.68, 0.79)  0.079
H (1.25, -1.59, -0.62)  0.028
H (2.60, -2.67, -0.31)  0.078
O (0.11, -5.91, 2.35)  0.114
C (0.48, -5.66, 1.07)  -0.484
O (1.19, -6.42, 0.48)  0.125
C (-0.06, -4.40, 0.47)  -0.150
C (-0.35, -3.27, 1.22)  -0.028
C (-0.80, -2.11, 0.62)  -0.130
C (-0.98, -2.06, -0.77)  -0.669
S (-1.52, -0.62, -1.64)  0.563
C (-0.71, -3.20, -1.52)  -0.109
C (-0.24, -4.35, -0.91)  -0.004
H (-0.55, -5.28, 2.64)  0.098
H (-0.19, -3.26, 2.30)  0.121
H (-1.00, -1.23, 1.22)  0.058
H (-0.84, -3.18, -2.59)  0.108
H (0.00, -5.23, -1.50)  0.127

Properties
- Calculated total energy: -92843.9252 eV
- Molecular weight: 670.74 g/mol
- E_LUMO: -1.472 eV
- HOMO-LUMO gap: 6.39 eV
- HOMO energy: -0.2888 Eh
- Total charge: 0

Ordered energy relative to the best compared isomer or geometry (same formula, charge and spin) results: 17.021, 1.156, 18.953, 0.886, 5.131, 0.000; unit eV.